{"formula": "C33H25AsMnNO4STe", "method": "ωB97M-V with the def2-TZVPD basis set", "homo_ev": [-10.47, -10.46], "homo_lumo_gap_ev": [5.9, 4.5], "spin_multiplicity": 2, "e_lumo_ev": [-4.588, -5.924], "fmax_ev_per_a": 0.55, "e_tot_ha": -5680.90532, "total_charge": 1, "species": ["Te", "As", "Mn", "S", "O", "O", "O", "O", "N", "C", "C", "C", "C", "C", "C", "C", "C", "C", "C", "C", "C", "C", "C", "C", "C", "C", "C", "C", "C", "C", "C", "C", "C", "C", "C", "C", "C", "C", "C", "C", "C", "C", "H", "H", "H", "H", "H", "H", "H", "H", "H", "H", "H", "H", "H", "H", "H", "H", "H", "H", "H", "H", "H", "H", "H", "H", "H"], "positions_angstrom": [[-1.12970, -1.54666, 2.78122], [1.65784, 1.94727, -0.10522], [-0.62410, 2.08692, -0.67391], [-1.00512, 1.73496, 1.38377], [-2.32038, -3.09380, -4.81794], [-0.82432, 2.83260, -2.32646], [-4.03454, -2.99492, -3.28207], [-1.76765, 2.41923, -4.32532], [-1.26921, 0.41909, -1.47450], [2.23670, -0.68129, -1.05274], [0.30143, 2.57051, 2.25855], [-2.92963, -2.72996, -3.86428], [4.94255, 4.25322, -2.49414], [-3.05799, -1.17734, 1.93420], [1.15076, 3.68159, 4.20315], [2.49802, -0.40794, 1.33494], [2.20521, 0.12157, 0.08538], [2.38546, 3.83935, 3.58707], [2.87041, -2.55323, 0.31322], [-4.70429, -2.60756, 0.67107], [-5.18419, -3.83931, 0.26041], [-2.93168, -3.68514, 1.89520], [1.55331, 2.70632, 1.65117], [-1.97771, -1.83478, -1.65199], [-3.57647, -2.52080, 1.48618], [-4.54233, -5.00199, 0.67110], [-2.41103, -1.57397, -2.93778], [-2.28176, -0.31234, -3.50470], [2.83569, -1.75058, 1.44291], [-1.72272, -3.59983, 2.79404], [-1.69524, 0.66147, -2.72901], [-3.42624, -4.92236, 1.48618], [4.26955, 2.31153, -1.24711], [-1.37779, -0.80200, -0.94840], [2.57157, -2.02064, -0.93577], [0.10445, 3.04737, 3.54795], [2.59260, 3.35111, 2.30388], [2.69757, 4.10795, -1.65234], [-1.44713, 2.07095, -3.22951], [3.00397, 2.86830, -1.09789], [3.67432, 4.80103, -2.34874], [5.24038, 3.01333, -1.94777], [-2.09476, -2.80718, -1.19206], [4.50018, 1.34185, -0.82282], [3.44403, 5.76316, -2.78532], [2.46540, 0.21590, 2.22006], [1.70314, 4.52927, -1.55902], [-0.85808, 2.93231, 4.02859], [-5.20852, -1.69989, 0.35932], [6.22798, 2.58902, -2.06780], [3.55424, 3.46909, 1.81913], [-1.94893, -3.91404, 3.81129], [3.13541, -3.59839, 0.40252], [3.07095, -2.16762, 2.41326], [-2.92797, -5.82845, 1.80932], [-0.98188, -0.94921, 0.05194], [2.01297, -0.26574, -2.02998], [5.70131, 4.79448, -3.04321], [-2.96114, -0.49617, 1.08944], [-6.05813, -3.89567, -0.37472], [3.18995, 4.33898, 4.10916], [-0.90328, -4.20846, 2.41714], [-4.91413, -5.96793, 0.35667], [2.60558, -2.64702, -1.81719], [-3.70732, -0.70327, 2.66814], [-2.59560, -0.07577, -4.51217], [0.99800, 4.06156, 5.20427]], "forces_ev_per_angstrom": [[0.0, 0.0, 0.1], [0.0, 0.0, 0.0], [0.2, -0.2, -0.1], [-0.1, 0.1, 0.0], [0.0, -0.2, -0.1], [-0.1, 0.0, 0.0], [-0.2, -0.2, -0.1], [0.0, -0.1, 0.0], [0.0, 0.0, 0.0], [0.0, 0.0, 0.0], [0.0, 0.0, 0.0], [0.2, 0.4, 0.3], [0.0, 0.0, 0.0], [0.0, 0.0, 0.0], [0.0, 0.0, 0.0], [0.0, 0.0, 0.0], [0.0, 0.0, 0.0], [0.0, 0.0, 0.0], [0.0, 0.0, 0.0], [0.0, 0.0, 0.0], [0.0, 0.0, 0.0], [0.0, 0.0, 0.0], [0.0, 0.0, 0.0], [0.0, 0.0, 0.0], [0.0, 0.0, 0.0], [0.0, 0.0, 0.0], [0.0, -0.1, -0.2], [0.0, 0.0, 0.1], [0.0, 0.0, 0.0], [0.0, 0.0, -0.1], [0.0, 0.0, -0.1], [0.0, 0.0, 0.0], [0.0, 0.0, 0.0], [0.0, 0.0, 0.0], [0.0, 0.0, 0.0], [0.0, 0.0, 0.0], [0.0, 0.0, 0.0], [0.0, 0.0, 0.0], [0.0, 0.1, 0.1], [0.0, 0.0, 0.0], [0.0, 0.0, 0.0], [0.0, 0.0, 0.0], [0.0, 0.0, 0.0], [0.0, 0.0, 0.0], [0.0, 0.0, 0.0], [0.0, 0.0, 0.0], [0.0, 0.0, 0.0], [0.0, 0.0, 0.0], [0.0, 0.0, 0.0], [0.0, 0.0, 0.0], [0.0, 0.0, 0.0], [0.0, 0.0, 0.0], [0.0, 0.0, 0.0], [0.0, 0.0, 0.0], [0.0, 0.0, 0.0], [0.0, 0.0, 0.0], [0.0, 0.0, 0.0], [0.0, 0.0, 0.0], [0.0, 0.1, 0.0], [0.0, 0.0, 0.0], [0.0, 0.0, 0.0], [0.0, 0.0, 0.0], [0.0, 0.0, 0.0], [0.0, 0.0, 0.0], [0.0, -0.1, 0.0], [0.0, 0.0, 0.0], [0.0, 0.0, 0.0]]}

{"formula": "C33H25Br4FN5O8W", "method": "ωB97M-V with the def2-TZVPD basis set", "homo_ev": [-4.42, -5.06], "homo_lumo_gap_ev": [6.5, 6.9], "spin_multiplicity": 3, "e_lumo_ev": [2.085, 1.836], "fmax_ev_per_a": 1.57, "e_tot_ha": -12611.57900, "total_charge": -1, "species": ["W", "Br", "Br", "Br", "Br", "F", "O", "O", "O", "O", "O", "O", "O", "O", "N", "N", "N", "N", "N", "C", "C", "C", "C", "C", "C", "C", "C", "C", "C", "C", "C", "C", "C", "C", "C", "C", "C", "C", "C", "C", "C", "C", "C", "C", "C", "C", "C", "C", "C", "C", "C", "C", "H", "H", "H", "H", "H", "H", "H", "H", "H", "H", "H", "H", "H", "H", "H", "H", "H", "H", "H", "H", "H", "H", "H", "H", "H"], "positions_angstrom": [[1.02320, -0.25363, 0.97734], [3.95124, -4.34527, 1.60294], [4.77021, 1.06738, -1.99942], [6.98593, -3.73267, 0.28926], [7.41796, -0.96690, -1.52115], [-4.00271, 3.82553, -0.09341], [2.00722, -2.10217, 0.83881], [-4.89402, 2.45145, -2.34817], [1.80306, 2.53412, 0.25359], [2.31648, -0.07720, -0.58842], [0.07075, 1.19831, -0.29666], [-0.62094, 2.01415, -3.84866], [2.64439, 0.11067, 2.12692], [3.61579, 1.22636, 3.82872], [-0.52200, -1.43858, 0.03578], [-0.94039, 3.16677, -1.89728], [0.42802, 1.33711, 2.35788], [0.14751, -1.36177, 2.57234], [-2.74619, 2.33850, -3.10819], [0.48116, 3.18982, -1.56312], [-4.15673, -1.41591, 0.64415], [3.22678, -1.96324, 0.34576], [2.69443, 0.97902, 3.07839], [4.29327, -2.81514, 0.54383], [-0.75321, 1.95358, 2.34856], [-3.24207, -0.80183, -2.38074], [3.41177, -0.80574, -0.44224], [0.82223, -2.21856, -2.48541], [1.20347, 2.78758, 4.06669], [-1.83360, 3.58109, -0.93806], [-1.20660, -1.30400, -1.23012], [-2.51245, -0.83135, -1.19691], [-0.25741, -2.69665, 4.33650], [-1.36973, -1.68634, -3.57921], [-1.36078, 2.45473, -3.00578], [-0.55006, -2.46295, 2.13981], [5.55268, -2.53160, -0.01306], [-0.89356, -2.44601, 0.76889], [-0.01926, 3.44465, 4.06571], [-3.17093, -0.39141, 0.08672], [-1.01271, 3.01957, 3.20020], [-3.71773, 2.70143, -2.19100], [5.73160, -1.38625, -0.76991], [-0.60330, -1.72255, -2.41479], [1.37329, 1.73455, 3.19314], [-2.67880, -1.23341, -3.57238], [-3.14735, 3.40021, -1.04018], [-0.82977, -3.30379, 3.21331], [4.64682, -0.51829, -0.97799], [0.34297, -1.51018, 3.89023], [1.70037, -1.32404, -3.36190], [0.83624, 2.24917, -0.43318], [-0.26695, -3.05837, 5.35177], [-3.25936, -1.22188, -4.48600], [-3.64820, -2.33417, 0.95100], [0.77436, 4.19389, -1.26015], [-0.19252, 4.28104, 4.73118], [-1.37273, -4.23448, 3.17064], [1.71789, -0.30506, -2.97646], [-1.50106, -3.23502, 0.32622], [2.72792, -1.69102, -3.37613], [2.03276, 3.05581, 4.70543], [-1.40403, 4.07404, -0.07409], [1.24919, -2.29718, -1.48535], [-4.67842, -1.01722, 1.51554], [0.80863, -3.23124, -2.90149], [1.33302, -1.29574, -4.39047], [-1.48147, 1.59615, 1.63579], [-4.90601, -1.68429, -0.10243], [0.90369, -0.78881, 4.46681], [-0.91923, -2.01977, -4.50736], [-3.70434, 0.54267, -0.10058], [-2.40310, -0.18375, 0.83193], [-4.26423, -0.43832, -2.35636], [-3.05958, 1.76926, -3.88500], [1.03956, 2.90793, -2.45409], [-1.98230, 3.49716, 3.16150]], "forces_ev_per_angstrom": [[-0.3, -1.4, -0.7], [0.1, 0.0, 0.0], [0.0, -0.1, 0.0], [-0.1, 0.1, 0.0], [-0.1, 0.0, 0.0], [0.2, 0.0, -0.1], [0.0, 0.4, 0.2], [0.1, 0.0, -0.1], [-0.2, 0.1, 0.0], [0.3, 0.4, -0.1], [0.7, 0.2, 0.4], [0.1, -0.1, -0.1], [0.8, 0.3, 0.4], [-0.2, -0.1, -0.1], [-0.3, 0.1, -0.4], [0.0, -0.1, 0.1], [-0.4, -0.1, -0.4], [0.0, 0.1, -0.1], [0.1, -0.1, -0.1], [-0.3, 0.1, -0.2], [0.0, -0.1, 0.1], [0.1, 0.1, 0.0], [-0.3, 0.3, 0.1], [-0.1, -0.2, 0.1], [-0.1, 0.4, 0.4], [0.0, 0.0, -0.1], [-0.2, -0.1, 0.0], [0.0, 0.0, 0.0], [-0.3, 0.1, 0.1], [0.2, 0.1, 0.2], [0.6, -0.4, 0.3], [-0.4, 0.1, -0.1], [0.1, 0.2, -0.1], [0.1, 0.1, 0.0], [-0.3, 0.2, 0.1], [-0.1, 0.1, -0.3], [0.0, -0.1, 0.1], [-0.2, -0.3, 0.1], [0.3, 0.0, 0.2], [0.0, 0.1, 0.0], [-0.1, -0.3, -0.4], [0.0, 0.1, 0.2], [0.0, 0.1, 0.0], [0.0, 0.0, -0.2], [0.8, 0.1, 0.3], [0.0, 0.0, 0.2], [-0.3, -0.2, -0.2], [0.1, -0.1, 0.1], [0.0, 0.1, -0.3], [-0.1, -0.3, 0.2], [0.0, 0.0, 0.0], [0.2, -0.2, 0.2], [0.0, 0.0, 0.0], [0.0, 0.0, 0.0], [0.0, 0.1, 0.0], [0.0, 0.0, -0.1], [0.0, 0.0, 0.0], [0.0, 0.0, 0.0], [0.0, 0.0, 0.0], [-0.1, 0.1, 0.1], [0.0, 0.0, 0.0], [0.0, 0.0, 0.0], [0.0, 0.0, 0.0], [-0.1, 0.0, -0.1], [0.0, 0.0, 0.0], [0.0, 0.0, 0.0], [0.0, 0.0, 0.0], [0.0, 0.0, 0.0], [0.0, 0.0, 0.0], [0.0, 0.0, 0.0], [0.0, 0.0, 0.0], [0.0, 0.1, 0.0], [0.0, 0.0, 0.0], [0.0, 0.0, 0.0], [0.0, 0.1, 0.1], [0.0, 0.0, 0.0], [0.0, 0.0, 0.0]]}

{"formula": "C33H25BrClN4O10V", "method": "ωB97M-V with the def2-TZVPD basis set", "homo_ev": -13.56, "homo_lumo_gap_ev": 5.0, "spin_multiplicity": 1, "e_lumo_ev": -8.513, "fmax_ev_per_a": 2.78, "e_tot_ha": -6221.39309, "total_charge": 2, "species": ["Br", "V", "Cl", "O", "O", "O", "O", "O", "O", "O", "O", "O", "O", "N", "N", "N", "N", "C", "C", "C", "C", "C", "C", "C", "C", "C", "C", "C", "C", "C", "C", "C", "C", "C", "C", "C", "C", "C", "C", "C", "C", "C", "C", "C", "C", "C", "C", "C", "C", "C", "H", "H", "H", "H", "H", "H", "H", "H", "H", "H", "H", "H", "H", "H", "H", "H", "H", "H", "H", "H", "H", "H", "H", "H", "H"], "positions_angstrom": [[-8.19172, -0.26944, 1.51856], [-0.64413, 0.01354, -0.97779], [-2.78507, 1.08287, -2.43144], [-4.15004, 1.39153, -2.33781], [1.24337, 1.75133, 0.97363], [-1.46469, 0.20835, 0.48652], [2.54093, -1.83808, 0.64040], [-1.80915, 2.24326, 1.41450], [0.17936, 4.15820, -3.53467], [0.13613, 0.57636, -2.32488], [-1.95486, 1.87237, -1.47888], [-2.25713, 1.17439, -3.74830], [-2.52416, -0.32036, -1.89189], [0.91890, 3.52195, -0.90135], [-0.33021, -1.96397, -1.37021], [0.31301, -1.27109, 2.49309], [0.92911, -0.29948, -0.00487], [2.07841, 1.03876, -5.35960], [-2.61125, 5.62376, -1.66396], [-1.83498, 5.24426, -2.74911], [0.90104, 0.08686, 4.85786], [-1.11514, -2.72934, -2.15285], [-1.04734, 4.63557, -0.16261], [2.84184, 2.61013, -3.71052], [-2.22094, 5.32703, -0.36247], [-0.27264, 4.23510, -1.24617], [1.56934, -1.55149, 0.01268], [1.28444, -3.71881, -1.23851], [2.95687, 2.04373, -4.96921], [-0.73452, -4.01191, -2.49449], [1.82911, 2.21497, -2.84158], [0.48181, -4.50949, -2.05318], [0.86126, -0.05262, 2.49238], [-0.08831, 4.60197, -4.87434], [-4.08916, -0.51692, 1.28582], [1.06573, 0.57878, 1.15710], [0.06438, -1.81737, 3.67790], [-0.64951, 4.54709, -2.55236], [-4.66608, 1.83003, 1.18214], [0.34152, -1.17533, 4.88352], [-2.30446, 1.21662, 1.10558], [1.16596, 0.67200, 3.62793], [1.00775, 1.17765, -3.23524], [-6.37655, 0.16981, 1.37305], [-6.00663, 1.50407, 1.25999], [1.80199, 2.79905, -1.49200], [-3.70817, 0.82072, 1.20154], [1.10763, 0.59313, -4.47896], [-5.42865, -0.84530, 1.38826], [0.83840, -2.46789, -0.91110], [-5.74134, -1.87584, 1.47507], [1.11444, 3.62486, 0.09240], [-1.39534, -4.60746, -3.10825], [0.77416, 4.30158, -5.46034], [3.73770, 2.37800, -5.63802], [-0.37131, -2.80903, 3.66977], [3.52632, 3.39191, -3.40231], [-3.53062, 6.16740, -1.83897], [2.23830, -4.04979, -0.84990], [0.79983, -5.50522, -2.33361], [-0.98453, 4.11852, -5.26074], [-0.19348, 5.68548, -4.90521], [-0.74025, 4.36255, 0.84264], [2.65928, 2.57553, -0.86389], [-2.15711, 5.48232, -3.75189], [-2.04266, -2.30241, -2.49802], [1.12609, 0.61282, 5.77577], [1.60184, 1.65756, 3.54607], [-6.76519, 2.27383, 1.23548], [2.16125, 0.58936, -6.33992], [-3.34055, -1.29837, 1.29664], [-2.82408, 5.63289, 0.48029], [-4.35185, 2.86255, 1.10155], [0.42516, -0.20496, -4.73978], [0.12280, -1.66880, 5.82106]], "forces_ev_per_angstrom": [[-0.1, 0.0, 0.0], [-1.2, -0.6, 0.3], [0.3, 0.1, -0.3], [0.3, -0.1, 0.2], [0.2, -0.1, 0.3], [-0.8, 0.9, 1.3], [0.1, 0.1, 0.0], [0.4, 0.1, 0.1], [0.0, 0.1, -0.1], [1.5, 1.3, -1.9], [-0.1, -0.5, -0.3], [-0.3, 0.0, 0.6], [0.4, -0.1, -0.3], [-0.2, 0.6, -0.3], [-0.1, -0.3, 0.0], [0.0, 0.0, 0.2], [0.2, 0.0, 0.6], [0.0, 0.0, 0.0], [0.0, 0.0, 0.0], [-0.1, 0.0, 0.0], [0.0, 0.0, 0.1], [0.2, 0.2, 0.2], [0.0, -0.1, 0.2], [0.1, 0.1, -0.2], [0.0, 0.0, -0.1], [0.2, -0.4, 0.2], [-0.1, 0.2, -0.3], [0.0, -0.2, 0.0], [0.0, 0.0, 0.1], [0.1, -0.1, 0.0], [0.3, 0.3, 0.3], [0.0, 0.0, 0.0], [-0.1, 0.0, -0.3], [0.0, -0.1, 0.1], [-0.1, -0.1, 0.0], [-0.1, -0.8, 0.1], [0.0, 0.0, -0.2], [0.1, 0.0, -0.3], [-0.1, 0.1, 0.1], [0.0, 0.0, 0.0], [-0.3, -0.1, -0.1], [0.1, 0.1, 0.1], [-0.6, -0.6, 0.6], [0.0, 0.0, 0.0], [0.1, 0.1, 0.0], [0.1, -0.1, -0.2], [0.2, -0.4, -0.2], [-0.1, -0.2, -0.3], [0.1, 0.0, 0.0], [-0.3, 0.2, 0.1], [0.0, 0.0, 0.0], [0.0, 0.1, 0.0], [0.0, 0.0, 0.0], [0.0, 0.0, 0.0], [0.0, 0.0, 0.0], [0.0, 0.0, 0.0], [0.0, 0.0, 0.0], [0.0, 0.0, 0.0], [0.0, 0.0, 0.0], [0.0, 0.0, 0.0], [0.0, 0.0, 0.0], [0.0, 0.0, 0.0], [0.0, 0.1, -0.1], [-0.1, -0.1, 0.0], [0.0, 0.0, 0.0], [0.0, 0.0, 0.0], [0.0, 0.0, 0.0], [0.0, 0.0, 0.0], [0.0, 0.0, 0.0], [0.0, 0.0, 0.0], [0.0, 0.0, 0.0], [0.0, 0.0, 0.0], [0.0, 0.0, 0.0], [0.0, 0.0, 0.0], [0.0, 0.0, 0.0]]}

Number 2 is which compound?
C33H25Br4FN5O8W